{
  "formula": "C18H55N11O8",
  "method": "ωB97M-V/def2-TZVPD",
  "lumo_energy_ev": 0.362,
  "gap_ev": 9.3570,
  "smiles": "COC[C@H](C)N.COC[C@H](C)N.COC[C@H](C)N.NC(N)=O.NC(N)=O.NC(N)=O.NC(N)=O.CCO",
  "symbols": ["C", "H", "H", "H", "N", "H", "C", "H", "H", "C", "H", "H", "C", "N", "C", "O", "H", "H", "C", "H", "H", "H", "H", "H", "H", "H", "N", "H", "H", "H", "H", "H", "N", "C", "N", "H", "H", "C", "C", "O", "H", "H", "H", "C", "H", "C", "H", "H", "H", "N", "H", "H", "H", "O", "H", "N", "H", "H", "O", "H", "H", "N", "C", "O", "H", "H", "H", "C", "C", "H", "H", "H", "N", "C", "H", "C", "H", "H", "O", "N", "H", "C", "H", "O", "H", "H", "H", "N", "H", "C", "O", "H"],
  "positions_angstrom": [[-21.669, 28.446, -24.268], [-25.249, 28.766, -19.151], [-18.045, 28.553, -27.359], [-23.405, 31.043, -26.144], [-14.424, 31.769, -21.200], [-22.545, 28.716, -21.211], [-25.087, 29.979, -26.611], [-26.820, 29.897, -25.241], [-22.072, 31.668, -21.429], [-16.100, 30.954, -28.871], [-22.318, 25.091, -26.035], [-25.105, 28.991, -17.482], [-20.409, 25.529, -26.545], [-20.752, 25.580, -27.787], [-17.937, 31.312, -25.728], [-17.381, 30.031, -26.019], [-16.414, 32.758, -20.718], [-21.612, 33.236, -22.195], [-20.086, 28.492, -22.422], [-28.453, 27.998, -21.325], [-24.730, 34.707, -21.641], [-25.719, 27.772, -22.834], [-25.962, 32.279, -23.294], [-22.698, 28.332, -24.608], [-17.593, 31.458, -24.704], [-24.218, 31.803, -27.466], [-21.353, 25.179, -25.749], [-22.645, 26.914, -16.912], [-21.097, 27.753, -24.885], [-19.894, 28.043, -21.448], [-21.813, 27.179, -22.747], [-15.201, 31.024, -29.484], [-24.659, 28.685, -18.335], [-22.394, 32.487, -22.072], [-16.601, 28.647, -29.455], [-27.012, 33.359, -24.386], [-21.352, 29.476, -24.431], [-23.800, 27.719, -18.200], [-23.943, 30.827, -27.067], [-26.667, 29.573, -20.507], [-21.065, 25.103, -24.784], [-25.200, 30.094, -24.460], [-15.846, 31.533, -27.984], [-16.412, 29.595, -28.361], [-24.543, 32.435, -21.327], [-17.590, 29.544, -27.370], [-15.764, 28.800, -29.999], [-24.634, 28.798, -21.827], [-22.031, 29.989, -22.106], [-23.277, 27.694, -17.027], [-18.530, 29.872, -27.815], [-24.710, 28.968, -26.459], [-17.295, 29.121, -30.014], [-14.969, 30.140, -19.833], [-17.954, 30.103, -21.200], [-16.180, 31.985, -20.111], [-18.150, 31.114, -22.587], [-27.562, 31.799, -23.831], [-19.246, 25.617, -26.256], [-27.539, 27.639, -22.759], [-13.518, 31.369, -21.399], [-22.537, 29.115, -22.138], [-26.614, 28.812, -21.472], [-24.101, 34.259, -22.211], [-19.019, 31.445, -25.711], [-23.356, 28.468, -16.384], [-19.373, 28.049, -23.118], [-26.672, 32.359, -24.118], [-25.860, 30.413, -25.267], [-21.735, 25.522, -28.013], [-15.533, 29.189, -27.860], [-22.610, 31.986, -23.016], [-27.648, 28.174, -21.909], [-18.361, 30.113, -22.211], [-17.461, 32.088, -26.327], [-23.674, 33.081, -21.449], [-16.898, 31.599, -19.516], [-16.996, 31.397, -29.306], [-23.550, 27.014, -19.173], [-25.540, 28.455, -22.112], [-23.323, 30.358, -27.831], [-15.198, 31.244, -20.307], [-23.317, 33.414, -20.474], [-26.137, 31.765, -25.308], [-20.005, 25.758, -28.442], [-14.726, 32.630, -21.634], [-25.510, 30.432, -28.506], [-25.995, 29.972, -27.749], [-26.770, 30.591, -27.559], [-21.543, 28.233, -22.803], [-19.761, 29.873, -22.367], [-17.820, 29.493, -22.925]],
  "lowdin_charge": [-0.0838, 0.0692, 0.1137, 0.0720, 0.1603, 0.0699, -0.4157, 0.1179, 0.0540, -0.0777, 0.1172, 0.1088, -0.8553, 0.1670, -0.1054, -0.1714, 0.1240, 0.0821, -0.1876, 0.1253, 0.0700, 0.1109, 0.0727, 0.0683, 0.0626, 0.0827, 0.1731, 0.1246, 0.0638, 0.1262, 0.1396, 0.0813, 0.1686, -0.0784, 0.0341, 0.0931, 0.0806, -0.8019, -0.0888, -0.0022, 0.1244, 0.1018, 0.0715, -0.4663, 0.0998, -0.1802, 0.0651, 0.0718, 0.0214, 0.1688, 0.1190, 0.1126, 0.0624, 0.0294, 0.0764, 0.1720, 0.0670, 0.0817, 0.0435, 0.1057, 0.1251, 0.0761, -0.7776, -0.1039, 0.0880, 0.1204, 0.1242, -0.0596, -0.2044, 0.1090, 0.1405, 0.0643, 0.1610, -0.0872, 0.0755, -0.2738, 0.1312, 0.0881, 0.0052, 0.1889, 0.0828, -0.8477, 0.1006, -0.1973, 0.1263, 0.1063, 0.0511, 0.0205, 0.0646, -0.4104, -0.1944, 0.0934]
}


{
  "formula": "CF3HgLiO4P",
  "method": "ωB97M-V/def2-TZVPD",
  "lumo_energy_ev": [-0.486, -4.169],
  "gap_ev": [9.4452, 5.7598],
  "spin_multiplicity": 2,
  "symbols": ["O", "F", "Hg", "C", "O", "P", "Li", "O", "F", "F", "O"],
  "positions_angstrom": [[-0.335, -1.003, -0.161], [-2.736, -0.757, -0.101], [3.089, 0.185, -2.299], [0.784, -0.531, -0.848], [-1.475, 1.334, 0.496], [-1.451, -0.140, 0.580], [0.521, 1.820, 0.665], [0.974, 0.702, -0.924], [-1.619, -0.837, 1.972], [0.742, 0.629, 1.947], [1.506, -1.402, -1.328]],
  "lowdin_charge": [-0.0376, -0.0794, 1.0094, -0.8020, -0.2879, 0.4557, 0.7028, -0.1919, -0.0524, -0.6517, -0.0650]
}


{
  "formula": "C23H27BF4IrN6S",
  "method": "ωB97M-V/def2-TZVPD",
  "lumo_energy_ev": -4.027,
  "gap_ev": 7.4427,
  "total_charge": 1,
  "symbols": ["C", "H", "F", "H", "C", "H", "H", "C", "C", "S", "H", "H", "C", "C", "N", "H", "F", "H", "C", "C", "C", "H", "N", "F", "H", "N", "H", "H", "H", "C", "N", "H", "C", "H", "H", "C", "H", "C", "H", "H", "H", "H", "C", "C", "Ir", "H", "H", "H", "H", "F", "C", "H", "C", "B", "C", "C", "C", "C", "C", "N", "H", "C", "N"],
  "positions_angstrom": [[-6.042, -0.462, 1.277], [4.186, -1.291, -3.572], [-2.150, -1.913, 3.247], [-5.111, -3.662, 1.299], [1.048, 1.316, 1.876], [-3.538, -3.361, 2.067], [3.297, -2.374, 0.462], [6.408, -1.043, 0.444], [-5.330, -1.178, 0.138], [0.880, 3.010, 2.116], [2.082, 0.957, -6.541], [3.917, -0.576, -5.919], [2.634, -0.610, -1.474], [5.023, 0.027, -1.203], [-1.878, -1.175, 0.286], [0.754, 1.032, -2.472], [-0.031, -1.739, 2.321], [-5.453, -2.931, 3.646], [-4.471, -2.901, 1.751], [-2.968, -1.527, 0.465], [0.506, 4.769, -1.285], [7.367, -1.148, 0.934], [-4.172, -1.923, 0.677], [-1.297, 0.149, 2.701], [0.502, 1.761, -4.823], [1.653, 0.493, 2.739], [-5.379, 0.312, 1.675], [-6.927, 0.038, 0.881], [-7.147, -2.164, 2.005], [3.384, -0.620, -3.848], [0.041, 1.973, -0.053], [1.740, 0.797, 3.696], [-0.321, 4.401, -0.053], [-1.375, 4.303, -0.315], [-0.251, 5.185, 0.702], [1.443, 0.683, -3.231], [0.428, 3.991, -2.044], [3.230, -0.219, -5.165], [0.149, 5.705, -1.712], [-6.893, -0.913, 3.208], [1.457, -0.497, 2.640], [4.892, 0.767, -1.982], [6.245, -0.100, -0.561], [-6.414, -1.445, 2.386], [0.114, -0.901, 0.187], [7.071, 0.536, -0.848], [-4.976, -0.495, -0.632], [1.558, 4.891, -1.028], [-5.985, -1.916, -0.330], [-0.401, -1.007, 4.469], [2.195, 0.639, -5.513], [-4.478, -1.497, 3.361], [3.957, -0.788, -0.829], [-1.032, -1.110, 3.259], [4.122, -1.730, 0.187], [0.126, 3.103, 0.545], [1.305, 1.091, -4.548], [-5.180, -2.192, 2.893], [5.347, -1.858, 0.817], [0.573, 0.960, 0.697], [5.478, -2.599, 1.594], [2.489, -0.168, -2.880], [1.600, -0.852, -0.789]],
  "lowdin_charge": [-0.1697, 0.1245, 0.1610, 0.1339, -0.6732, 0.1233, 0.1092, -0.0613, -0.1127, 1.1815, 0.1113, 0.1124, -0.2458, -0.0249, 0.0119, 0.0833, -0.0904, 0.1249, -0.1107, -0.1887, -0.0826, 0.1118, -0.0484, 0.0997, 0.1091, 0.1525, 0.1225, 0.1191, 0.1184, -0.0253, 0.0520, 0.1249, -0.2291, 0.1214, 0.1066, -0.0285, 0.0670, -0.0568, 0.0802, 0.1162, 0.0822, 0.1218, -0.0573, -0.1884, 1.4067, 0.1121, 0.1305, 0.0819, 0.1328, 0.1739, -0.0618, 0.1129, -0.1750, -1.2293, -0.0289, -0.5740, -0.0620, -0.1686, -0.0608, -0.2122, 0.1117, -0.1798, -0.0986]
}


{
  "formula": "C8H11N2O2",
  "method": "ωB97M-V/def2-TZVPD",
  "lumo_energy_ev": -4.903,
  "gap_ev": 7.5770,
  "smiles": "C#C/C(=C([NH3+])/C(C)=C/C)[N+](=O)[O-]",
  "total_charge": 1,
  "symbols": ["C", "C", "C", "H", "H", "C", "H", "H", "N", "H", "H", "N", "H", "C", "H", "H", "C", "C", "H", "O", "O", "C", "H"],
  "positions_angstrom": [[-2.309, 1.976, -1.955], [0.184, 0.184, 0.306], [-1.432, 1.859, -0.850], [1.994, -0.389, 2.196], [-0.711, -1.243, -1.625], [1.052, 0.000, 2.535], [1.573, -1.434, 0.505], [2.171, 0.202, 0.030], [-1.373, 2.936, 0.145], [1.491, -0.739, -1.170], [-4.093, 2.171, -3.391], [-0.900, -0.265, -1.838], [1.131, 0.705, 3.422], [1.411, -0.594, -0.089], [-0.679, 1.097, 2.115], [-0.291, -0.070, -2.729], [-0.727, 0.612, -0.707], [0.070, 0.484, 1.624], [0.513, -0.784, 2.978], [-2.359, 3.442, 0.507], [-0.228, 3.141, 0.456], [-3.189, 2.162, -2.747], [-1.854, -0.115, -2.195]],
  "lowdin_charge": [-0.1039, -0.2531, -0.0657, 0.0816, 0.1756, -0.0708, 0.0721, 0.1252, -0.3876, 0.0833, 0.0902, 0.2156, 0.1342, -0.0281, 0.1375, 0.2397, -0.1184, -0.0757, 0.0945, 0.1872, 0.1189, 0.1985, 0.1492]
}


{
  "formula": "C2H4O2P",
  "method": "ωB97M-V/def2-TZVPD",
  "lumo_energy_ev": [3.950, 3.951],
  "gap_ev": [7.5248, 7.5343],
  "total_charge": -1,
  "symbols": ["H", "H", "P", "H", "C", "H", "C", "O", "O"],
  "positions_angstrom": [[1.925, -2.187, 0.408], [-0.190, 2.127, 1.447], [-0.036, -1.051, -0.833], [1.291, 0.998, -0.047], [0.300, 0.614, -0.065], [-1.583, 1.093, 0.824], [-0.478, 1.209, 0.796], [0.134, -1.290, -2.278], [-1.363, -1.513, -0.252]],
  "lowdin_charge": [-0.1492, 0.0703, 0.3488, 0.0259, -0.3239, 0.0530, -0.1171, -0.4433, -0.4645]
}


{
  "formula": "C12H20IMnN7S2",
  "method": "ωB97M-V/def2-TZVPD",
  "lumo_energy_ev": [-12.246, -10.012],
  "gap_ev": [4.0248, 6.2575],
  "spin_multiplicity": 5,
  "total_charge": 3,
  "symbols": ["S", "N", "C", "H", "H", "N", "H", "N", "H", "N", "C", "H", "H", "N", "H", "H", "C", "C", "N", "C", "H", "Mn", "H", "H", "C", "H", "N", "C", "S", "H", "H", "C", "H", "C", "H", "H", "H", "C", "H", "C", "I", "C", "H"],
  "positions_angstrom": [[-1.024, -2.290, 0.477], [1.866, -0.210, -0.492], [0.706, 0.331, 5.272], [1.999, 2.598, -2.061], [-1.715, 3.535, 0.136], [-0.204, 3.367, -1.345], [-1.163, -5.763, -2.744], [-1.083, -4.457, -1.099], [-0.006, 5.245, -2.230], [3.523, 0.745, -1.802], [2.326, 0.774, -1.236], [-0.276, -4.815, -0.603], [-2.532, -4.069, -3.707], [1.579, 1.902, -1.466], [3.877, 1.498, -2.372], [-3.840, -4.859, -2.805], [0.825, 1.373, 4.362], [0.408, -0.946, 4.807], [0.347, -0.115, 2.559], [0.641, 1.119, 3.023], [0.728, 1.910, 2.290], [0.209, -0.362, 0.485], [4.133, -0.051, -1.691], [1.057, 2.375, 4.695], [-1.574, 3.708, -0.931], [1.504, 4.406, -2.074], [-0.290, 1.359, -0.164], [0.324, 2.215, -0.974], [-3.020, -2.902, -1.671], [0.845, 0.509, 6.330], [-1.225, 1.650, 0.098], [0.234, -1.122, 3.446], [-2.331, -6.096, -1.448], [-1.608, -3.302, -0.809], [-0.006, -2.100, 3.049], [-1.730, 4.768, -1.100], [0.320, 3.904, -3.336], [-2.861, -4.394, -2.723], [2.524, -0.976, -0.383], [-1.847, -5.311, -2.029], [0.218, -2.561, 6.095], [0.450, 4.264, -2.315], [-2.306, 3.147, -1.513]],
  "lowdin_charge": [0.7116, 0.0387, -0.0619, 0.1403, 0.1034, -0.0967, 0.1415, -0.0049, 0.1116, 0.2429, -0.4131, 0.1701, 0.0956, 0.1969, 0.1501, 0.1010, -0.0075, -0.7013, -0.0802, -0.1159, 0.1041, 0.7547, 0.1515, 0.1325, 0.0201, 0.1033, 0.0386, -0.3479, 1.0540, 0.1254, 0.0890, -0.2027, 0.1440, -1.0037, 0.0625, 0.1103, 0.1215, -0.3322, 0.1135, -0.1394, 1.0359, 0.0227, 0.1205]
}


{
  "formula": "C4H12",
  "method": "ωB97M-V/def2-TZVPD",
  "lumo_energy_ev": 1.151,
  "gap_ev": 12.5475,
  "smiles": "CC.CC",
  "symbols": ["H", "H", "H", "H", "H", "H", "C", "C", "C", "H", "H", "C", "H", "H", "H", "H"],
  "positions_angstrom": [[0.410, 1.360, 3.045], [-0.943, 0.989, 2.088], [0.584, 1.073, 1.268], [1.225, -1.134, 1.891], [-1.090, -0.923, -1.497], [0.636, -0.998, 3.477], [-0.210, 0.351, -3.018], [-0.200, -0.263, -1.626], [0.348, -0.710, 2.431], [-0.414, 0.481, -0.854], [0.726, 0.937, -3.101], [0.123, 0.727, 2.204], [-1.118, 0.946, -3.237], [-0.274, -0.395, -3.810], [0.580, -0.983, -1.404], [-0.384, -1.457, 2.141]],
  "lowdin_charge": [0.0651, 0.0704, 0.0577, 0.0683, 0.0686, 0.0754, -0.1775, -0.1880, -0.2061, 0.0483, 0.0686, -0.1942, 0.0696, 0.0554, 0.0612, 0.0573]
}


{
  "formula": "C4H9NO2",
  "method": "ωB97M-V/def2-TZVPD",
  "lumo_energy_ev": 0.960,
  "gap_ev": 10.7491,
  "smiles": "C/N=C/OCCO",
  "symbols": ["H", "C", "N", "H", "C", "C", "C", "H", "O", "H", "O", "H", "H", "H", "H", "H"],
  "positions_angstrom": [[2.070, -0.595, 0.175], [-0.811, 0.620, 0.874], [-0.790, 1.230, -0.228], [-0.611, 3.287, -0.526], [1.586, -1.530, -0.127], [-1.382, 2.546, -0.295], [0.075, -1.326, -0.116], [1.862, -2.306, 0.601], [-0.349, -0.632, 1.057], [-2.104, 2.565, -1.117], [2.070, -1.868, -1.415], [1.347, -2.224, -1.948], [-1.211, 1.005, 1.820], [-0.451, -2.288, -0.092], [-0.218, -0.750, -0.999], [-1.901, 2.856, 0.626]],
  "lowdin_charge": [0.1250, -0.2507, -0.0054, 0.0752, -0.2361, -0.1384, -0.1855, 0.1192, -0.0557, 0.0736, -0.0618, 0.0841, 0.1430, 0.1318, 0.1093, 0.0724]
}


Relative energy (zero: lowest compared OMol25 entry of this formula, charge and spin) per entry: 3.320; 0.010; 0.000; 8.387; 2.671; 0.273; 0.564; 2.140 eV